Molecular formula: C2H3F2NO
Method: DFT, wB97M-V/def2-TZVPD

CARTESIAN COORDINATES (ANGSTROEM)
1 F 1.392 -1.703 -0.794
2 N 1.472 -0.450 -0.184
3 F 1.599 0.488 -1.309
4 C -0.021 -0.280 0.395
5 C -1.060 0.690 0.148
6 O -0.260 0.700 1.330
7 H -0.217 -1.329 0.629
8 H -0.833 1.604 -0.414
9 H -2.073 0.279 0.199

## Properties
E_HOMO	-11.038	eV
lowest unoccupied orbital energy	0.88	eV
frontier orbital gap	0.438	Ha
structure (SMILES)	FN(F)[C@@H]1CO1
ΔE to the lowest compared entry with this formula, charge and spin	6.115	eV



Molecular formula: C8H22ClN2O2Ti2
Method: DFT, wB97M-V/def2-TZVPD

CARTESIAN COORDINATES (ANGSTROEM)
1 Ti 4.612 0.506 -2.388
2 Ti 1.239 2.501 -4.374
3 Cl 1.823 0.860 -2.290
4 C -1.848 -0.854 -3.194
5 C -1.187 -1.384 -1.918
6 C -2.237 -1.498 -0.819
7 O -1.772 -2.028 0.420
8 C -1.844 -3.435 0.530
9 N -0.434 -2.593 -2.274
10 H -1.161 -0.934 -4.039
11 H -2.169 0.181 -3.101
12 H -2.632 -1.588 -3.407
13 H -0.431 -0.654 -1.610
14 H -3.137 -2.059 -1.109
15 H -2.643 -0.496 -0.651
16 H -1.639 -4.042 -0.346
17 H -2.858 -3.672 0.892
18 H -1.291 -3.786 1.404
19 H -1.128 -3.228 -2.684
20 H -0.263 -3.081 -1.399
21 C 1.038 -0.040 2.140
22 C 0.375 1.263 1.767
23 C 1.352 2.428 1.619
24 O 1.710 2.890 2.896
25 C 2.548 4.003 2.840
26 N -0.437 1.012 0.519
27 H 0.311 -0.790 2.446
28 H 1.753 0.170 2.949
29 H 1.683 -0.449 1.354
30 H -0.236 1.557 2.625
31 H 0.776 3.173 1.054
32 H 2.237 2.170 1.022
33 H 3.556 3.728 2.495
34 H 2.708 4.387 3.851
35 H 2.124 4.833 2.264
36 H -0.848 0.090 0.630
37 H 0.348 0.855 -0.115

## Properties
E_HOMO (alpha / beta)	-10.946 / -11.308	eV
lowest unoccupied orbital energy (alpha / beta)	-4.28 / -4.30	eV
frontier orbital gap (alpha / beta)	0.245 / 0.257	Ha
ΔE to the lowest compared entry with this formula, charge and spin	2.155	eV
total charge	+1
multiplicity	7



Molecular formula: C3H6F3N4NiO3S6
Method: DFT, wB97M-V/def2-TZVPD

CARTESIAN COORDINATES (ANGSTROEM)
1 Ni -0.127 0.266 -0.881
2 N -0.927 0.015 1.351
3 N -0.716 0.970 2.340
4 C 0.465 1.604 2.467
5 N 0.416 2.614 3.406
6 S 1.838 1.229 1.631
7 H -1.895 0.051 1.053
8 H -0.674 -0.922 1.660
9 H -1.410 1.078 3.062
10 H -0.449 3.134 3.442
11 H 1.241 3.190 3.392
12 S -1.702 2.217 -0.514
13 S -1.207 3.432 -2.025
14 S -1.023 2.152 -3.737
15 S -1.335 0.319 -3.062
16 F 1.232 -4.651 -1.191
17 C 0.049 -4.038 -1.311
18 F -0.882 -4.831 -0.768
19 F -0.223 -3.903 -2.608
20 S 0.088 -2.412 -0.471
21 O 0.283 -2.732 0.922
22 O -1.205 -1.800 -0.780
23 O 1.173 -1.686 -1.121
24 N 2.355 1.671 -2.105
25 C 1.389 1.263 -1.616
26 H 3.245 1.770 -2.538

## Properties
E_HOMO (alpha / beta)	-2.966 / -3.135	eV
lowest unoccupied orbital energy (alpha / beta)	2.65 / 2.64	eV
frontier orbital gap (alpha / beta)	0.206 / 0.212	Ha
ΔE to the lowest compared entry with this formula, charge and spin	1.535	eV
total charge	-1
multiplicity	3



Molecular formula: C4H11NO
Method: DFT, wB97M-V/def2-TZVPD

CARTESIAN COORDINATES (ANGSTROEM)
1 C -1.680 -0.167 -0.972
2 C -0.470 -0.991 -0.424
3 O -0.603 -2.275 0.007
4 C 0.414 -0.383 0.657
5 C 1.519 0.696 0.079
6 N 1.409 2.075 0.824
7 H -1.324 0.917 -0.830
8 H -2.562 -0.579 -0.541
9 H -1.609 -0.310 -2.047
10 H 0.142 -1.042 -1.253
11 H -1.214 -2.356 0.741
12 H -0.317 0.192 1.262
13 H 0.873 -1.275 1.014
14 H 2.464 0.260 0.099
15 H 1.185 0.930 -0.967
16 H 1.297 1.909 1.880
17 H 0.478 2.401 0.472

## Properties
E_HOMO	-9.150	eV
lowest unoccupied orbital energy	0.91	eV
frontier orbital gap	0.370	Ha
structure (SMILES)	C[C@H](O)CCN
ΔE to the lowest compared entry with this formula, charge and spin	2.545	eV



Molecular formula: C3H7N5
Method: DFT, wB97M-V/def2-TZVPD

CARTESIAN COORDINATES (ANGSTROEM)
1 H 1.191 -1.250 1.707
2 N 1.541 -0.394 1.328
3 C 1.429 -0.213 0.076
4 N 2.102 0.790 -0.592
5 N 0.778 -1.108 -0.820
6 C -0.434 -1.375 -0.644
7 N -1.397 -0.757 0.146
8 C -1.579 0.594 0.257
9 N -0.948 1.483 -0.350
10 H -1.239 2.432 -0.061
11 H 1.581 1.116 -1.389
12 H 2.388 1.556 0.043
13 H -0.845 -2.222 -1.215
14 H -2.210 -1.327 0.422
15 H -2.357 0.675 1.093

## Properties
E_HOMO	-8.943	eV
lowest unoccupied orbital energy	0.53	eV
frontier orbital gap	0.348	Ha
structure (SMILES)	[H]/N=C(N)\N=C/N/C=N/[H]
ΔE to the lowest compared entry with this formula, charge and spin	0.675	eV



Molecular formula: C47H34AuN6S
Method: DFT, wB97M-V/def2-TZVPD

CARTESIAN COORDINATES (ANGSTROEM)
1 Au -0.238 0.408 0.199
2 C -3.019 -4.442 -4.957
3 C -1.646 -4.268 -5.042
4 C -0.990 -3.442 -4.142
5 C -1.701 -2.792 -3.138
6 C -3.081 -2.971 -3.057
7 C -3.736 -3.787 -3.966
8 C -1.055 -1.873 -2.163
9 C -0.675 -0.599 -2.592
10 C -0.488 -0.185 -3.951
11 C -0.014 1.087 -3.925
12 C 0.026 1.505 -2.555
13 N -0.364 0.450 -1.771
14 C 0.209 2.814 -2.124
15 C -0.074 3.224 -0.812
16 C -0.245 4.564 -0.366
17 C -0.650 4.510 0.937
18 C -0.657 3.139 1.316
19 C -0.809 2.674 2.629
20 C -1.446 3.577 3.622
21 C -0.753 4.171 4.673
22 C -1.432 4.955 5.594
23 C -2.801 5.139 5.484
24 C -3.495 4.558 4.431
25 C -2.819 3.791 3.497
26 C -0.400 1.403 3.024
27 N -0.111 0.373 2.170
28 C 0.288 -0.701 2.922
29 C 0.425 -2.003 2.465
30 C 0.851 -3.051 3.433
31 C -0.104 -3.871 4.033
32 C 0.279 -4.851 4.935
33 C 1.620 -5.023 5.247
34 C 2.573 -4.201 4.666
35 C 2.192 -3.215 3.767
36 C 0.011 -2.411 1.186
37 C -0.254 -3.749 0.784
38 C -0.796 -3.696 -0.471
39 C -0.806 -2.331 -0.867
40 N -0.316 -1.567 0.162
41 C 0.301 -0.308 4.303
42 C -0.173 0.960 4.368
43 N -0.309 2.376 0.236
44 C 0.646 3.828 -3.114
45 C 1.950 3.774 -3.602
46 C 2.390 4.714 -4.522
47 C 1.526 5.699 -4.978
48 C 0.222 5.746 -4.508
49 C -0.217 4.821 -3.573
50 H -3.532 -5.082 -5.663
51 H -1.085 -4.774 -5.816
52 H 0.083 -3.300 -4.214
53 H -3.640 -2.449 -2.290
54 H -4.809 -3.908 -3.904
55 H -0.658 -0.807 -4.813
56 H 0.250 1.712 -4.762
57 H -0.100 5.441 -0.973
58 H -0.873 5.335 1.593
59 H 0.318 4.031 4.751
60 H -0.889 5.427 6.403
61 H -3.330 5.738 6.214
62 H -4.563 4.706 4.338
63 H -3.353 3.333 2.673
64 H -1.151 -3.726 3.794
65 H -0.475 -5.471 5.403
66 H 1.919 -5.788 5.951
67 H 3.618 -4.317 4.925
68 H 2.943 -2.562 3.336
69 H -0.085 -4.627 1.385
70 H -1.140 -4.523 -1.072
71 H 0.593 -0.949 5.118
72 H -0.333 1.562 5.246
73 H 2.620 3.006 -3.234
74 H 3.410 4.673 -4.881
75 H 1.873 6.429 -5.697
76 H -0.460 6.504 -4.872
77 H -1.239 4.848 -3.214
78 S 2.712 0.346 -0.218
79 C 2.783 -1.214 -0.822
80 N 3.154 -2.302 -0.135
81 C 3.099 -3.530 -0.922
82 C 2.705 -3.009 -2.319
83 N 2.473 -1.588 -2.072
84 H 3.361 -2.274 0.845
85 H 2.345 -4.208 -0.519
86 H 4.064 -4.036 -0.925
87 H 1.795 -3.490 -2.682
88 H 3.501 -3.154 -3.050
89 H 2.261 -0.925 -2.796

## Properties
E_HOMO	-9.786	eV
lowest unoccupied orbital energy	-4.05	eV
frontier orbital gap	0.211	Ha
ΔE to the lowest compared entry with this formula, charge and spin	0.000	eV
total charge	+1



Molecular formula: C22H44F2N5NiO19S2
Method: DFT, wB97M-V/def2-TZVPD

CARTESIAN COORDINATES (ANGSTROEM)
1 Ni 2.145 -1.084 -0.994
2 C 4.742 -0.601 -4.091
3 C 3.737 -0.905 -3.225
4 C 2.720 -1.898 -3.625
5 O 1.914 -2.363 -2.701
6 C 2.760 -2.598 -4.791
7 C 3.696 -2.262 -5.825
8 C 4.836 -1.249 -5.395
9 O 5.800 -1.160 -6.114
10 O 3.728 -2.640 -6.978
11 O 3.576 -0.177 -2.139
12 H 5.390 0.237 -3.874
13 H 2.198 -3.508 -4.961
14 N 0.519 -0.019 -1.014
15 S -0.165 0.996 -2.010
16 O -0.182 2.344 -1.553
17 O -1.156 0.529 -2.913
18 F 1.080 1.038 -3.026
19 S -0.982 -0.336 -0.186
20 O -1.752 -1.340 -0.821
21 O -1.688 0.764 0.353
22 F -0.294 -1.035 1.051
23 C -1.879 2.271 2.872
24 N -3.007 1.372 3.190
25 O -4.117 1.889 3.189
26 O -2.796 0.244 3.564
27 H -2.184 2.853 2.009
28 H -1.058 1.619 2.590
29 H -1.530 2.879 3.701
30 C -0.894 -2.337 -4.771
31 N -0.952 -1.566 -6.040
32 O -2.050 -1.495 -6.571
33 O 0.046 -1.014 -6.432
34 H -1.887 -2.700 -4.532
35 H -0.449 -1.686 -4.026
36 H -0.291 -3.239 -4.860
37 C -4.661 2.928 0.022
38 N -4.510 3.185 -1.439
39 O -5.552 3.508 -1.997
40 O -3.486 2.924 -2.014
41 H -4.110 3.632 0.646
42 H -4.225 1.969 0.292
43 H -5.720 2.990 0.225
44 C 1.991 3.333 0.564
45 N 1.389 2.674 1.738
46 O 1.272 3.337 2.754
47 O 1.160 1.483 1.689
48 H 1.279 4.085 0.228
49 H 2.176 2.616 -0.227
50 H 2.920 3.812 0.861
51 C 2.081 -2.533 8.238
52 C 2.503 -2.353 6.789
53 O 1.362 -2.440 5.936
54 C 1.425 -1.550 4.833
55 C 0.197 -1.824 3.984
56 H 2.899 -2.771 8.915
57 H 1.513 -1.666 8.580
58 H 1.360 -3.351 8.329
59 H 2.811 -1.307 6.690
60 H 3.213 -3.143 6.535
61 H 1.432 -0.524 5.222
62 H 2.325 -1.682 4.219
63 H 0.259 -2.770 3.443
64 H 0.188 -1.063 3.206
65 H -0.702 -1.832 4.593
66 C 0.935 -6.084 -2.897
67 C -0.297 -6.544 -2.112
68 O -0.286 -6.175 -0.752
69 C -0.526 -4.804 -0.517
70 C -0.537 -4.556 0.976
71 H 1.197 -5.035 -2.772
72 H 1.776 -6.681 -2.535
73 H 0.781 -6.356 -3.942
74 H -1.211 -6.153 -2.582
75 H -0.333 -7.632 -2.145
76 H 0.377 -4.253 -0.836
77 H -1.395 -4.451 -1.079
78 H -0.969 -3.585 1.222
79 H 0.420 -4.657 1.481
80 H -1.236 -5.291 1.396
81 C -2.321 6.110 2.126
82 C -0.837 5.903 1.792
83 O -0.789 5.237 0.525
84 C -0.723 6.071 -0.628
85 C -1.619 5.551 -1.736
86 H -2.844 6.319 1.192
87 H -2.714 5.154 2.476
88 H -2.509 6.904 2.847
89 H -0.373 6.888 1.685
90 H -0.314 5.244 2.480
91 H -0.882 7.132 -0.415
92 H 0.313 5.963 -0.975
93 H -2.597 5.206 -1.414
94 H -1.104 4.753 -2.269
95 H -1.747 6.331 -2.492

## Properties
E_HOMO (alpha / beta)	-5.485 / -5.439	eV
lowest unoccupied orbital energy (alpha / beta)	0.63 / 0.29	eV
frontier orbital gap (alpha / beta)	0.225 / 0.211	Ha
total charge	-1
multiplicity	3



Molecular formula: C10H17Cl2IO2W
Method: DFT, wB97M-V/def2-TZVPD

CARTESIAN COORDINATES (ANGSTROEM)
1 C -0.730 0.902 -0.880
2 C -1.601 -0.197 -0.560
3 C -0.795 -1.319 -0.146
4 C -3.078 -0.254 -0.788
5 C 0.582 -0.899 -0.171
6 C 0.627 0.493 -0.637
7 C 1.891 1.229 -0.941
8 C -1.214 2.213 -1.393
9 C -1.299 -2.682 0.176
10 C 1.708 -1.862 -0.165
11 W -0.420 0.298 1.224
12 Cl -2.344 -0.330 2.557
13 Cl -0.358 2.584 1.777
14 O 3.216 -0.700 2.146
15 H -3.565 0.698 -0.526
16 H -3.555 -1.059 -0.204
17 H -3.263 -0.446 -1.857
18 H -2.197 -2.632 0.807
19 H -0.525 -3.290 0.659
20 H -1.583 -3.204 -0.740
21 H 1.360 -2.845 0.164
22 H 2.518 -1.513 0.485
23 H 2.135 -1.989 -1.172
24 H 2.712 0.910 -0.284
25 H 1.838 2.324 -0.713
26 H 2.161 1.010 -1.992
27 H -2.124 2.537 -0.880
28 H -1.438 2.109 -2.461
29 H -0.483 3.005 -1.224
30 H 3.747 -1.290 2.737
31 O 1.940 3.180 0.857
32 H 2.841 3.610 1.056
33 I 1.296 -0.588 3.088

## Properties
E_HOMO (alpha / beta)	0.545 / 0.523	eV
lowest unoccupied orbital energy (alpha / beta)	4.75 / 4.76	eV
frontier orbital gap (alpha / beta)	0.154 / 0.156	Ha
ΔE to the lowest compared entry with this formula, charge and spin	2.132	eV
total charge	-2
multiplicity	3



Molecular formula: C32H61N11O8
Method: DFT, wB97M-V/def2-TZVPD

CARTESIAN COORDINATES (ANGSTROEM)
1 C -3.109 -1.637 3.503
2 N -2.999 -0.856 2.277
3 O -2.525 -1.456 1.359
4 O -3.263 0.335 2.291
5 H -2.284 -2.326 3.568
6 H -3.992 -2.249 3.327
7 H -3.217 -1.109 4.413
8 C 2.862 -1.267 -2.408
9 N 3.731 -0.131 -2.018
10 O 3.394 0.469 -1.008
11 O 4.774 0.075 -2.642
12 H 1.841 -0.958 -2.461
13 H 2.955 -2.039 -1.632
14 H 3.162 -1.678 -3.359
15 C 0.552 -0.278 0.356
16 N -0.382 -0.032 -0.704
17 O -0.992 1.039 -0.717
18 O -0.663 -0.888 -1.560
19 H 0.473 0.573 1.089
20 H 1.493 -0.285 -0.144
21 H 0.358 -1.231 0.837
22 C 0.981 1.465 4.969
23 N -0.253 0.709 4.812
24 O -0.219 -0.387 4.192
25 O -1.324 1.103 5.268
26 H 0.818 2.219 5.737
27 H 1.057 1.997 4.030
28 H 1.800 0.765 5.072
29 C 5.853 3.825 1.025
30 C 4.415 4.349 1.280
31 C 3.496 3.173 1.447
32 C 3.710 2.290 2.654
33 N 3.790 1.733 3.676
34 H 6.124 3.171 1.830
35 H 6.640 4.582 0.901
36 H 5.880 3.120 0.120
37 H 3.988 4.952 0.457
38 H 4.389 4.970 2.151
39 H 3.404 2.431 0.627
40 H 2.419 3.379 1.572
41 C -1.078 -6.380 0.883
42 C -1.709 -5.874 -0.408
43 C -2.322 -4.479 -0.329
44 C -3.271 -4.455 0.780
45 N -3.926 -4.572 1.719
46 H -0.496 -7.277 0.687
47 H -1.797 -6.692 1.606
48 H -0.373 -5.583 1.295
49 H -2.393 -6.654 -0.790
50 H -0.909 -5.941 -1.172
51 H -2.860 -4.439 -1.217
52 H -1.513 -3.721 -0.153
53 C -0.859 -2.303 -6.198
54 C -1.471 -3.564 -5.636
55 C -1.548 -3.789 -4.126
56 C -0.295 -3.654 -3.369
57 N 0.598 -3.610 -2.655
58 H -1.253 -1.420 -5.709
59 H -1.125 -2.225 -7.244
60 H 0.156 -2.160 -5.972
61 H -0.960 -4.370 -6.172
62 H -2.478 -3.662 -6.003
63 H -1.983 -4.779 -4.020
64 H -2.215 -3.055 -3.691
65 C 2.261 -2.392 3.689
66 C 3.713 -3.008 3.671
67 C 3.842 -4.100 2.613
68 C 3.918 -3.641 1.203
69 N 4.130 -3.279 0.133
70 H 1.802 -1.915 4.556
71 H 1.486 -3.120 3.508
72 H 2.167 -1.756 2.779
73 H 3.967 -3.540 4.598
74 H 4.442 -2.205 3.482
75 H 3.066 -4.820 2.730
76 H 4.759 -4.684 2.821
77 C 0.997 4.154 -2.659
78 C 2.208 3.190 -2.614
79 C 3.469 3.964 -3.077
80 C 3.337 4.335 -4.491
81 N 3.341 4.704 -5.608
82 H 0.979 4.758 -3.605
83 H 1.085 4.897 -1.878
84 H 0.133 3.583 -2.501
85 H 2.047 2.258 -3.122
86 H 2.298 2.951 -1.575
87 H 4.394 3.402 -2.981
88 H 3.680 4.883 -2.466
89 C -4.536 2.371 -2.650
90 C -3.969 1.009 -2.777
91 C -3.758 0.187 -1.501
92 C -4.941 -0.645 -1.208
93 N -5.914 -1.121 -0.799
94 H -4.466 2.779 -3.603
95 H -4.102 3.100 -1.935
96 H -5.673 2.315 -2.516
97 H -2.980 1.155 -3.233
98 H -4.547 0.505 -3.509
99 H -3.578 0.768 -0.600
100 H -2.891 -0.436 -1.501
101 C -4.204 4.134 1.192
102 C -3.946 4.131 2.685
103 C -2.538 4.648 3.171
104 C -1.490 3.732 2.759
105 N -0.561 3.116 2.503
106 H -3.631 3.411 0.662
107 H -3.963 5.141 0.835
108 H -5.219 3.886 1.137
109 H -3.989 3.092 3.025
110 H -4.735 4.687 3.223
111 H -2.691 4.512 4.277
112 H -2.253 5.643 2.863

## Properties
E_HOMO	-10.798	eV
lowest unoccupied orbital energy	-0.03	eV
frontier orbital gap	0.396	Ha
structure (SMILES)	C[N+](=O)[O-].C[N+](=O)[O-].C[N+](=O)[O-].C[N+](=O)[O-].CCCC#N.CCCC#N.CCCC#N.CCCC#N.CCCC#N.CCCC#N.CCCC#N
ΔE to the lowest compared entry with this formula, charge and spin	0.147	eV